This record from OMol25 describes a cluster of 10 separate species, C34H55Cl28FI2O10PS2 in total. The level of theory is wB97M-V/def2-TZVPD.

ORCA input file:
```
! RIJCOSX wB97M-V def2-TZVPD def2/J DEFGRID3
* xyz -1 1
I 0.55 -4.52 -2.17
I 5.55 -3.50 -1.75
Cl 5.21 0.04 -4.13
Cl 7.54 -7.83 3.88
Cl -2.68 -6.45 2.08
Cl 1.21 12.93 1.32
Cl -0.90 8.81 1.57
Cl -1.80 6.24 -3.61
Cl 1.17 -1.08 9.53
Cl 5.02 -6.62 4.67
Cl 3.45 -6.24 -0.54
Cl 5.58 -7.32 -2.21
Cl 1.85 -3.96 6.16
Cl 3.51 12.60 -0.42
Cl -0.68 6.54 -6.27
Cl 3.58 11.57 2.30
Cl -3.56 -2.99 3.31
Cl -0.28 1.15 10.71
Cl 7.71 1.45 -3.64
Cl 1.32 8.37 -0.25
Cl -1.73 -1.11 9.62
Cl 7.65 -1.46 -3.67
Cl 1.69 -1.07 6.41
Cl -3.07 -8.43 0.00
Cl 5.23 -8.26 0.51
Cl -0.46 -7.21 0.37
Cl -0.68 -2.60 5.73
Cl 6.69 -5.33 2.68
Cl -1.64 3.95 -5.39
Cl -0.97 6.61 -0.32
S -4.11 -1.00 3.41
S 1.67 2.29 0.31
P 0.42 0.35 0.48
F 3.15 1.89 0.78
O 4.69 -0.90 -0.76
O 0.03 -0.93 -5.63
O 1.83 2.72 -1.03
O -5.32 -0.94 2.68
O 1.29 3.30 1.26
O 1.96 -0.44 0.24
O -0.36 -1.19 0.33
O -4.27 -0.57 4.75
O -1.12 1.11 0.55
O 0.78 -1.01 -2.75
C -2.92 -0.02 2.50
C 1.98 -1.36 -2.07
C -2.91 -3.54 -1.20
C -1.04 -1.04 -6.54
C 0.96 0.01 -3.68
C -4.53 3.88 -1.81
C 2.56 11.89 0.89
C -0.51 -0.34 3.08
C -2.95 2.15 -0.57
C 4.42 -7.67 -0.93
C -0.87 5.46 -4.89
C -0.44 -3.00 -1.03
C 2.99 -2.44 -0.15
C -4.34 5.39 -1.46
C -3.24 3.01 -1.83
C 0.48 -2.23 -0.03
C 0.83 -2.60 6.63
C 1.79 -1.56 -0.59
C 0.62 0.33 2.32
C 4.30 -2.01 -0.79
C 6.75 0.01 -3.27
C 0.71 -3.27 1.07
C -1.43 2.16 -0.34
C -1.75 0.53 3.33
C -1.67 -2.42 -6.46
C 1.03 -3.02 2.34
C 6.67 -6.31 4.14
C -3.57 2.74 0.69
C -1.93 -7.76 1.17
C -5.10 3.89 -3.24
C -0.19 0.06 -4.64
C -0.30 -0.10 9.46
C 0.05 7.60 0.71
C -1.65 -3.60 -0.32
H -4.33 4.27 -3.91
H -0.96 2.08 -1.32
H -1.67 -8.55 1.86
H -0.84 -2.28 -1.73
H 2.34 -2.29 -2.50
H -0.97 -3.20 -6.75
H -0.11 -0.58 4.05
H 0.39 0.42 -0.93
H -1.15 -0.05 -4.14
H -3.58 -4.35 -0.94
H -3.57 3.82 0.66
H 6.54 0.00 -2.21
H -4.85 6.02 -2.17
H 0.11 5.23 -4.50
H -0.33 0.39 8.49
H 0.44 -3.44 3.15
H -3.44 -2.63 -0.95
H 2.85 -3.47 -0.44
H -2.59 -0.63 1.66
H 0.52 6.95 1.43
H -2.95 2.49 1.54
H 3.75 -8.44 -1.29
H -1.97 -2.62 -5.44
H 7.18 -5.77 4.92
H 1.07 0.99 -3.21
H -2.54 -2.46 -7.11
H 2.69 -0.56 -2.25
H -0.82 -1.29 2.66
H -5.30 3.45 -1.19
H 1.52 -0.23 2.52
H -1.20 3.16 0.04
H -0.69 -0.89 -7.56
H -2.40 3.67 -2.03
H -3.26 1.12 -0.73
H 3.17 -2.34 0.91
H -5.93 4.58 -3.26
H -1.59 1.52 2.94
H -2.65 -3.60 -2.25
H -1.49 -4.64 -0.08
H -5.46 2.92 -3.54
H -3.31 5.67 -1.38
H -1.81 -0.32 -6.29
H -3.33 2.38 -2.71
H -4.57 2.35 0.84
H -4.75 5.58 -0.47
H 0.64 -4.31 0.79
H -3.53 0.77 2.07
H 0.79 1.30 2.75
H -1.87 -3.07 0.60
H 1.85 -0.15 -4.29
H 1.88 -2.44 2.67
H 0.59 -2.71 7.68
H -2.08 0.50 4.36
H 2.17 10.94 0.54
H -0.12 1.02 -5.14
*
```

Computed properties:
Orbital gap ... 0.2897 Eh
E_HOMO ... -6.3 eV
Energy ... -16799.21561 hartree
Lowest unoccupied orbital energy ... 1.6 eV
Largest force on an atom ... 0.04299 hartree/bohr